The following is a DFT calculation (ωB97M-V/def2-TZVPD) of a cluster of 3 separate species, C38H77I2N3PSi in total.

Properties
Highest occupied orbital energy (eV): -9.73
LUMO (eV): -3.324
Calculated total energy (Eh): -2884.06450
Largest force on an atom (Eh/bohr): 0.094
Net charge: +1

```
122
Properties=species:S:1:pos:R:3:forces:R:3:mulliken_charge:R:1
C 2.56570 -3.79953 0.81641 0.837 0.687 0.833 -1.220
C 3.63052 -2.60341 0.48575 0.053 -1.836 -1.371 -0.356
I 3.86707 -1.48057 2.34410 0.091 0.026 -1.011 0.148
C 3.19450 -1.71219 -0.77092 -1.572 -0.851 1.764 -1.058
I 2.79631 -3.10522 -2.42471 0.317 0.843 0.405 0.221
N 4.15976 -0.61390 -1.12523 -0.236 0.262 -0.238 0.639
C 5.53068 -1.07772 -1.50870 2.903 -0.748 0.682 -0.644
C 6.56344 0.09505 -1.87843 -0.040 0.435 -0.814 -0.890
C 5.89620 1.31655 -2.74431 0.528 -2.568 0.175 0.228
P 7.03935 1.68081 -4.23632 0.296 1.492 -0.958 0.020
C 7.16495 0.10739 -5.33488 0.103 -1.380 1.253 -0.865
C 8.82211 1.94247 -3.56538 -0.072 -0.898 1.011 -1.017
C 4.51373 0.74713 -3.33685 -0.142 1.157 0.391 -1.514
C 3.53610 0.34802 -2.12707 -0.775 2.648 -1.829 0.170
C 3.07072 1.72486 -1.37782 -0.614 -0.756 -0.071 -0.908
C 1.55178 1.57092 -0.85664 -0.722 0.700 0.328 -0.396
C 0.60610 2.83059 -1.24334 -0.329 -0.449 -0.110 -0.581
C -0.90828 2.51780 -0.71734 0.544 0.293 -0.386 -0.404
C -2.02549 2.92467 -1.82421 -0.104 -0.676 1.428 -0.785
C -3.52727 2.51608 -1.33329 1.054 0.023 -0.361 -0.095
C -4.43526 2.37461 -2.64892 -0.482 0.939 0.160 -0.592
C -6.02674 2.28965 -2.34879 0.673 1.022 -0.332 -0.675
Si -6.63522 0.53472 -1.85384 0.270 -0.524 0.070 0.061
C -7.80254 0.61020 -0.33101 -0.452 -0.296 0.756 -0.997
C -5.12779 -0.56592 -1.29652 -0.274 -0.290 -0.548 -0.946
C -7.40712 -0.43190 -3.35177 -1.479 -1.557 -1.821 0.459
C -8.41941 -1.56897 -2.93822 0.804 0.432 -4.240 -0.359
C -9.07813 -2.45404 -4.03176 2.904 3.170 -0.213 -0.442
C -8.69870 -2.16211 -5.50431 1.132 1.539 1.890 -0.325
C -7.71115 -1.02505 -5.92557 -0.194 -0.205 3.684 -0.433
C -7.02694 -0.12638 -4.83017 -3.167 -3.535 1.029 -0.221
H 2.69659 -4.70867 0.14301 -0.366 1.491 0.649 0.379
H 2.84298 -4.15386 1.88216 -0.722 0.588 -1.729 0.412
H 1.52329 -3.33719 0.80689 1.250 -0.985 0.022 0.301
H 4.61247 -3.13915 0.19503 -1.366 1.116 0.822 0.526
H 2.17492 -1.21515 -0.54484 1.761 -0.695 -0.428 0.499
H 4.27749 -0.04399 -0.25327 -0.087 -0.618 -0.486 0.445
H 5.96804 -1.61153 -0.57899 -0.862 0.775 -1.502 0.307
H 5.56210 -1.83974 -2.35521 -0.813 1.143 1.120 0.312
H 7.14496 0.52213 -0.99509 -0.971 -0.776 -0.972 0.267
H 7.34049 -0.38223 -2.59110 -1.239 0.490 1.444 0.378
H 5.75656 2.23700 -2.08513 0.096 -1.158 -1.156 0.437
H 6.57469 -0.74707 -4.81734 0.878 1.195 -0.955 0.198
H 6.71530 0.26771 -6.36960 0.792 -0.051 1.500 0.322
H 8.25624 -0.27739 -5.36710 -1.756 0.790 -0.206 0.362
H 8.83184 2.71887 -2.72382 -0.172 -0.977 -1.284 0.326
H 9.18396 0.95274 -3.10004 -0.147 1.489 -0.765 0.317
H 9.52849 2.29139 -4.38897 -1.138 -0.595 1.021 0.344
H 4.63467 -0.07834 -4.11961 0.030 0.983 1.345 0.420
H 4.00252 1.62647 -3.88534 0.628 -1.531 0.819 0.484
H 2.57583 -0.06675 -2.60133 1.610 0.078 0.991 0.352
H 3.08836 2.56378 -2.15357 0.086 -1.207 1.069 0.464
H 3.79432 2.01635 -0.53005 -1.044 -0.448 -1.210 0.343
H 1.47887 1.46776 0.28947 0.328 0.039 -1.667 -0.071
H 1.02086 0.63966 -1.29689 1.031 1.395 0.563 0.287
H 0.57881 2.96795 -2.39206 0.120 -0.326 1.743 0.451
H 1.01942 3.80322 -0.80644 -0.555 -1.411 -0.527 0.194
H -1.08962 3.06362 0.27663 0.199 -0.788 -1.430 0.065
H -0.92115 1.38412 -0.49431 -0.375 1.711 -0.382 0.347
H -1.97262 4.05598 -2.00935 0.024 -1.737 -0.052 0.255
H -1.79222 2.29220 -2.74751 -0.305 1.190 0.989 0.267
H -3.39741 1.54449 -0.74052 -0.473 1.199 -1.008 0.007
H -3.93644 3.28974 -0.57613 0.546 -1.092 -1.432 0.267
H -4.08100 1.51466 -3.31610 -0.412 1.082 1.048 0.189
H -4.28930 3.34410 -3.26496 -0.029 -1.513 0.945 0.409
H -6.57963 2.73250 -3.26246 0.715 -0.862 1.429 0.376
H -6.22747 3.01786 -1.48477 0.166 -0.993 -1.150 0.393
H -7.39764 1.36973 0.42894 -0.590 -1.029 -1.091 0.282
H -8.88711 0.87186 -0.57083 1.451 -0.264 0.306 0.327
H -7.80236 -0.41536 0.19914 -0.039 1.535 -0.793 0.284
H -5.55511 -1.63345 -1.18230 0.852 1.615 -0.045 0.384
H -4.64941 -0.19634 -0.32934 -0.526 -0.671 -1.349 0.234
H -4.40113 -0.56284 -2.18986 -0.784 -0.142 1.553 0.242
H -8.66050 -1.74502 -1.83963 0.393 0.329 -1.697 0.188
H -9.77992 -3.29005 -3.68185 1.137 1.402 -0.980 0.306
H -9.17461 -2.82888 -6.30704 0.889 1.260 1.262 0.292
H -7.41073 -0.81567 -7.01101 -0.792 -0.622 1.744 0.291
H -6.29106 0.71635 -5.08981 -1.337 -1.513 0.400 0.233
C -2.19165 -6.59399 6.21487 0.108 -0.047 0.056 -1.416
C -2.14031 -6.08219 4.78078 0.040 -0.032 0.151 -0.330
N -1.00217 -5.21066 4.50724 0.116 0.393 -0.193 0.107
C -1.11060 -4.50125 3.23534 -0.221 0.084 0.158 -0.670
C -1.10325 -5.33458 1.95521 0.132 0.023 -0.301 -0.937
C 0.31689 -5.75917 4.80494 -0.059 -0.081 0.333 -0.692
C 0.72070 -7.05774 4.10852 0.258 -0.148 -0.082 -0.917
H -2.16898 -5.76782 6.93086 0.055 -0.047 -0.100 0.331
H -3.11802 -7.15157 6.37664 0.085 0.043 -0.059 0.430
H -1.36284 -7.27084 6.43793 -0.056 0.056 0.019 0.293
H -3.06329 -5.51731 4.61154 0.191 0.110 -0.181 0.435
H -2.16926 -6.93991 4.09663 -0.081 -0.106 -0.026 0.266
H -0.31475 -3.74956 3.17217 0.073 -0.120 0.159 0.344
H -2.04026 -3.91993 3.25223 0.000 -0.129 0.131 0.391
H -0.10337 -5.70611 1.72115 -0.089 -0.093 0.030 0.089
H -1.41452 -4.71318 1.10985 -0.029 -0.018 0.041 0.394
H -1.78933 -6.18245 2.00336 0.064 0.046 0.025 0.353
H 0.38389 -5.92039 5.88593 -0.145 0.002 -0.065 0.371
H 1.08087 -4.99909 4.60210 -0.239 0.090 -0.103 0.312
H -0.07608 -7.80456 4.11688 0.014 0.073 -0.005 0.251
H 1.58035 -7.49773 4.62326 -0.067 0.028 -0.020 0.388
H 1.02587 -6.88606 3.07527 -0.108 -0.093 -0.001 0.213
C 0.13995 2.53946 3.16941 0.052 -0.067 -0.065 -0.851
C 0.09871 3.97025 3.69001 0.126 -0.078 -0.067 -0.366
N 1.41711 4.54670 3.92830 0.209 0.099 0.204 0.067
C 1.37374 5.79508 4.68833 -0.070 -0.060 0.256 -0.710
C 0.68686 6.99557 4.04107 0.039 0.268 -0.063 -0.942
C 2.33885 4.53620 2.79798 -0.017 -0.291 0.007 -0.774
C 1.89790 5.23822 1.51450 0.110 0.155 -0.230 -0.701
H 0.71983 1.89279 3.83417 0.010 0.102 -0.046 0.362
H -0.87472 2.13576 3.11164 0.069 0.064 -0.008 0.459
H 0.56954 2.48188 2.16517 -0.005 -0.006 0.045 -0.299
H -0.45143 3.94856 4.63655 0.171 0.219 0.001 0.456
H -0.49421 4.58273 2.99839 -0.148 -0.003 -0.060 0.241
H 2.39292 6.08136 4.97071 -0.006 -0.151 -0.161 0.357
H 0.86899 5.59202 5.64023 -0.019 -0.155 -0.131 0.415
H 1.30131 7.43692 3.25413 -0.111 -0.037 0.001 0.224
H 0.52717 7.77584 4.79046 0.006 -0.069 -0.034 0.394
H -0.28993 6.74352 3.62271 0.059 -0.011 0.014 0.268
H 2.56629 3.49257 2.55174 -0.129 -0.032 0.062 0.354
H 3.30356 4.95108 3.11187 -0.213 0.059 0.180 0.357
H 0.86610 5.00487 1.24084 0.013 0.013 0.074 0.128
H 2.53329 4.91549 0.68297 -0.002 0.021 0.040 0.337
H 2.00174 6.32107 1.58844 -0.129 -0.062 -0.033 0.298
```
Forces are in eV/Å.